The following is a DFT calculation (ωB97M-V with the def2-TZVPD basis set) of C14H36Cl2HfO4P3 as an isolated structure.

Structure (ORCA input):
```
! RIJCOSX wB97M-V def2-TZVPD def2/J DEFGRID3
* xyz 3 1
C -0.36 2.19 -3.63
C -0.27 1.49 -2.35
H 0.22 3.14 -3.65
H -1.42 2.38 -3.89
H 0.03 1.51 -4.41
O 0.10 1.82 -1.24
Cl -1.78 -0.60 -3.01
Hf -0.77 -0.71 -0.71
P -2.93 1.00 -0.63
C -3.04 2.03 0.86
C -3.71 2.07 -1.88
H -4.72 2.31 -1.52
H -5.20 0.32 -0.26
H -3.77 1.56 -2.84
H -4.31 -0.90 -1.22
H -2.35 2.88 0.76
H -3.13 3.00 -2.00
C -4.25 -0.22 -0.36
H -4.07 2.40 0.96
H -4.05 -0.81 0.54
H -2.75 1.45 1.73
P 1.49 -1.06 -2.27
C 3.10 -0.89 -1.43
C 1.58 -2.81 -2.78
H 1.16 -0.49 -4.62
H 2.86 -0.87 -4.22
H 2.19 0.72 -3.80
C 1.96 -0.34 -3.88
H 0.66 -3.10 -3.30
H 2.43 -2.95 -3.45
H 3.86 -1.37 -2.06
H 3.07 -1.39 -0.46
H 1.68 -3.45 -1.90
H 3.35 0.16 -1.28
Cl -0.94 -3.08 -0.89
C 3.67 2.05 2.68
C 3.56 1.27 1.39
O 2.24 1.47 0.77
P 0.96 0.52 1.06
O 0.56 0.79 2.61
C 1.03 0.02 3.82
C 1.94 -1.13 3.52
O -1.47 -1.04 1.05
C -1.65 -1.61 2.33
C -2.68 -2.72 2.40
H 3.68 3.12 2.47
H 4.62 1.80 3.17
H 2.84 1.82 3.36
H 4.27 1.63 0.63
H 3.73 0.19 1.54
H 1.50 0.78 4.45
H 0.09 -0.28 4.31
H 1.64 -1.69 2.64
H 2.98 -0.80 3.43
H 1.92 -1.80 4.38
H -0.67 -2.00 2.65
H -1.89 -0.81 3.04
H -2.43 -3.55 1.73
H -2.64 -3.09 3.44
H -3.70 -2.34 2.23
*
```

Computed properties:
HOMO energy (Eh): -0.678
ΔE to the lowest compared entry with this formula, charge and spin (eV): 1.630
Calculated total energy (eV): -77483.8158
Orbital gap (eV): 5.4


The following is a DFT calculation (ωB97M-V with the def2-TZVPD basis set) of a 4-piece molecular cluster, C2H13N3O3 overall.

Structure (ORCA input):
```
! RIJCOSX wB97M-V def2-TZVPD def2/J DEFGRID3
* xyz -1 2
C 2.29 0.04 0.70
N 1.22 1.01 0.36
C 0.37 0.60 -0.58
N -0.87 1.31 -0.83
N 0.83 -0.31 -1.36
H 2.02 -0.53 1.64
H 2.30 -0.77 -0.10
H 3.14 0.71 0.89
H 0.95 1.62 1.16
H -1.22 1.78 0.05
H -0.79 2.09 -1.57
H 0.11 -0.61 -2.06
H -1.20 -1.39 0.32
H -0.17 -2.44 0.10
O -0.44 -1.83 0.72
H -1.56 -0.65 -2.16
H -3.03 -0.43 -2.29
O -2.38 -0.76 -1.64
H -1.28 0.05 2.22
H 0.21 0.01 1.96
O -0.51 0.48 2.46
*
```

Computed properties:
HOMO energy (alpha / beta) (Eh): 0.030 / -0.192
<S²>: 0.751
ΔE to the lowest compared entry with this formula, charge and spin (eV): 1.196
Calculated total energy (eV): -12895.5368
Orbital gap (alpha / beta) (eV): 2.8 / 8.7


The following is a DFT calculation (ωB97M-V with the def2-TZVPD basis set) of C4H2O6Pm as an isolated structure.

Structure (ORCA input):
```
! RIJCOSX wB97M-V def2-TZVPD def2/J DEFGRID3
* xyz 2 6
O 3.04 2.81 0.80
C 2.76 1.73 0.41
O 3.00 0.73 -0.12
Pm 5.02 4.64 0.90
O -0.18 0.24 0.82
H 0.27 -1.72 0.51
O -2.05 -2.24 -0.91
O -2.71 -0.41 -0.41
O -1.89 -0.64 -2.50
C -0.48 -0.90 0.54
C -1.92 -1.35 0.31
C -2.44 -1.11 -1.54
H -2.42 -1.78 1.19
*
```

Computed properties:
HOMO energy (alpha / beta) (Eh): -0.550 / -0.550
<S²>: 8.755
Calculated total energy (eV): -32995.4496
Orbital gap (alpha / beta) (eV): 4.5 / 4.6


The following is a DFT calculation (ωB97M-V with the def2-TZVPD basis set) of C34H26Cl5FIrN6O6 as an isolated structure.

Structure (ORCA input):
```
! RIJCOSX wB97M-V def2-TZVPD def2/J DEFGRID3
* xyz 2 2
Ir -1.07 -2.64 0.81
O 2.61 -4.20 0.73
C 1.45 -3.97 0.89
N 0.85 -2.77 1.22
C 1.36 -1.69 1.91
O 2.49 -1.28 1.91
C 0.28 -1.18 2.85
C 0.53 -0.29 3.87
C -0.49 -0.01 4.76
C -1.73 -0.61 4.60
C -1.93 -1.48 3.54
N -0.94 -1.75 2.68
C 0.38 -5.05 1.00
C 0.68 -6.38 0.87
C -0.31 -7.32 1.12
C -1.56 -6.89 1.53
C -1.81 -5.54 1.63
N -0.87 -4.63 1.36
H 1.52 0.12 3.96
H -0.33 0.68 5.59
H -2.55 -0.42 5.28
H -2.88 -1.94 3.34
H 1.69 -6.65 0.58
H -0.11 -8.38 1.00
H -2.35 -7.59 1.75
H -2.78 -5.16 1.92
C -1.50 5.09 1.59
C -2.07 4.42 0.35
N -1.62 3.02 0.21
C -2.41 2.04 0.68
C -2.11 0.71 0.63
C -3.14 -0.26 1.13
O -4.13 0.17 1.69
O -2.92 -1.53 0.95
C -0.90 0.31 0.05
O -0.52 -0.89 -0.11
C -0.02 1.36 -0.44
C 1.22 1.02 -1.00
C 2.04 2.00 -1.47
F 3.20 1.64 -2.04
C 1.70 3.37 -1.40
C 0.48 3.69 -0.82
C -0.39 2.70 -0.35
N 2.54 4.40 -1.86
C 3.94 4.15 -2.20
C 4.63 5.50 -2.46
N 3.92 6.56 -1.67
C 2.54 6.80 -2.23
C 1.97 5.45 -2.69
H -1.84 6.12 1.64
H -0.41 5.08 1.58
H -1.83 4.58 2.49
H -1.82 4.94 -0.56
H -3.16 4.38 0.40
H -3.36 2.34 1.11
H 1.52 -0.01 -1.08
H 0.23 4.74 -0.70
H 4.08 3.53 -3.09
H 4.43 3.65 -1.36
H 4.57 5.81 -3.50
H 5.68 5.48 -2.17
H 4.46 7.42 -1.65
H 3.83 6.23 -0.71
H 2.64 7.51 -3.04
H 1.95 7.25 -1.43
H 2.21 5.28 -3.75
H 0.89 5.47 -2.62
Cl -3.15 -7.67 -4.04
C -2.45 -6.39 -3.13
C -3.22 -5.71 -2.19
Cl -4.86 -6.14 -1.93
C -2.65 -4.68 -1.45
Cl -3.58 -3.80 -0.29
C -1.32 -4.30 -1.63
O -0.71 -3.31 -0.99
C -0.55 -5.01 -2.58
Cl 1.10 -4.59 -2.75
C -1.11 -6.04 -3.32
Cl -0.16 -6.89 -4.46
*
```

Computed properties:
HOMO energy (alpha / beta) (Eh): -0.461 / -0.454
<S²>: 0.764
ΔE to the lowest compared entry with this formula, charge and spin (eV): 1.337
Calculated total energy (eV): -125061.4336
Orbital gap (alpha / beta) (eV): 7.4 / 5.2


The following is a DFT calculation (ωB97M-V with the def2-TZVPD basis set) of one molecule with the formula C21H23N3O3S.

Structure (ORCA input):
```
! RIJCOSX wB97M-V def2-TZVPD def2/J DEFGRID3
* xyz 0 1
C 1.53 0.04 1.48
C 0.82 -1.34 1.21
O 0.00 -1.37 0.02
C -0.47 -2.49 -0.41
C -1.61 -2.10 -1.56
C -2.73 -1.70 -0.90
N -2.43 -0.71 0.24
C -2.24 0.43 -0.18
S -1.85 0.83 -1.76
C -1.12 2.38 -1.59
C 0.20 2.44 -2.06
O 0.71 3.63 -2.60
N 0.88 1.15 -1.90
C 2.36 1.01 -2.21
C 2.63 -0.34 -2.02
C 3.85 -0.86 -2.50
C 4.73 0.21 -3.05
C 4.41 1.44 -3.06
C 3.13 2.03 -2.74
N -1.88 1.29 0.71
C -1.99 0.98 2.16
C -1.53 1.68 3.05
C -1.69 1.45 4.29
C -2.25 0.43 4.80
C -2.48 -0.77 3.88
C -2.49 -0.30 2.41
C -2.61 -1.28 1.52
O -3.10 -2.30 1.78
H 2.10 0.27 0.52
H 0.84 0.74 1.40
H 2.01 -0.01 2.30
H 0.29 -1.58 2.07
H 1.67 -1.94 1.10
H -0.82 -3.05 0.30
H 0.27 -3.12 -0.71
H -1.00 -1.51 -2.27
H -1.61 -3.08 -2.01
H -3.36 -1.29 -1.51
H -3.07 -2.70 -0.41
H -1.02 2.67 -0.46
H -1.89 3.12 -2.35
H 0.57 0.45 -1.43
H 1.92 -1.12 -1.74
H 4.36 -1.85 -2.16
H 5.65 -0.14 -3.32
H 5.12 2.00 -3.46
H 2.87 3.00 -2.86
H -1.28 2.86 2.73
H -1.31 2.17 5.27
H -2.33 -0.13 5.87
H -2.77 -1.61 4.16
*
```

Computed properties:
HOMO energy (Eh): -0.312
ΔE to the lowest compared entry with this formula, charge and spin (eV): 16.261
Calculated total energy (eV): -43583.7969
Orbital gap (eV): 8.2
SMILES string: CCOCCCn1c(SCC(=O)Nc2ccccc2)nc2ccccc2c1=O


The following is a DFT calculation (ωB97M-V with the def2-TZVPD basis set) of a 4-piece molecular cluster, C7H19N3O8 overall.

Structure (ORCA input):
```
! RIJCOSX wB97M-V def2-TZVPD def2/J DEFGRID3
* xyz 0 1
C -1.57 7.36 -2.09
N -1.62 6.65 -3.48
O -2.00 5.51 -3.57
O -1.10 7.27 -4.41
H -0.60 7.84 -1.93
H -1.80 6.67 -1.27
H -2.27 8.19 -2.06
C -3.92 -3.30 -0.65
N -3.94 -2.37 0.53
O -3.82 -2.92 1.59
O -4.05 -1.13 0.45
H -3.30 -2.84 -1.42
H -4.97 -3.25 -0.92
H -3.77 -4.32 -0.30
C -0.20 3.42 2.55
N 0.99 4.20 2.13
O 1.54 3.79 1.13
O 1.40 5.13 2.82
H -1.08 4.06 2.56
H -0.05 3.04 3.56
H -0.25 2.59 1.85
C 3.49 -1.54 1.37
O 3.43 -2.90 1.61
C 2.42 -3.64 0.95
C 2.29 -3.43 -0.59
O 1.03 -3.96 -0.99
C 1.03 -5.42 -0.95
H 2.59 -1.02 1.71
H 3.64 -1.23 0.33
H 4.41 -1.17 1.82
H 1.55 -3.15 1.37
H 2.34 -4.67 1.30
H 3.11 -3.86 -1.18
H 2.23 -2.38 -0.89
H 0.73 -5.65 -1.98
H 0.17 -5.67 -0.33
H 1.92 -5.92 -0.58
*
```

Computed properties:
HOMO energy (Eh): -0.350
ΔE to the lowest compared entry with this formula, charge and spin (eV): 1.298
Calculated total energy (eV): -28406.1690
Orbital gap (eV): 9.7
SMILES string: C[N+](=O)[O-].C[N+](=O)[O-].C[N+](=O)[O-].COCCOC


The following is a DFT calculation (ωB97M-V with the def2-TZVPD basis set) of one molecule with the formula C4H6O2.

Structure (ORCA input):
```
! RIJCOSX wB97M-V def2-TZVPD def2/J DEFGRID3
* xyz 0 1
C -0.16 -1.74 -0.08
C 0.25 -0.61 -1.00
O -0.79 0.17 -1.46
C 0.19 0.91 -0.72
C -0.21 1.12 0.58
O 0.42 1.89 1.48
H 0.52 -1.81 0.78
H -1.20 -1.69 0.27
H -0.04 -2.67 -0.65
H 1.21 2.27 1.07
H 0.88 1.57 -1.25
H -1.07 0.59 0.99
*
```

Computed properties:
HOMO energy (alpha / beta) (Eh): -0.282 / -0.262
ΔE to the lowest compared entry with this formula, charge and spin (eV): 4.974
Calculated total energy (eV): -8335.4874
Orbital gap (alpha / beta) (eV): 8.3 / 7.5


The following is a DFT calculation (ωB97M-V with the def2-TZVPD basis set) of a 3-piece molecular cluster, C3H11NO4 overall.

Structure (ORCA input):
```
! RIJCOSX wB97M-V def2-TZVPD def2/J DEFGRID3
* xyz 0 1
C 0.05 -0.21 2.59
C -0.63 -0.87 1.38
N -1.91 -0.17 1.12
C 0.16 -0.75 0.12
O -0.17 -1.33 -0.92
O 1.17 0.07 0.11
H -0.10 -0.71 3.54
H 1.09 0.04 2.39
H -0.38 0.78 2.73
H -0.82 -1.90 1.75
H -2.46 -0.65 0.41
H -2.51 -0.12 1.94
H 0.93 1.03 -0.38
O 0.24 2.01 -0.95
H -0.32 2.62 -0.46
H -0.20 1.55 -1.68
O 1.00 0.51 -2.90
H 1.20 -0.33 -2.45
H 1.80 1.00 -3.07
*
```

Computed properties:
HOMO energy (Eh): -0.351
ΔE to the lowest compared entry with this formula, charge and spin (eV): 1.777
Calculated total energy (eV): -12969.2827
Orbital gap (eV): 10.1
SMILES string: C[C@@H](N)C(=O)O.O.O


The following is a DFT calculation (ωB97M-V with the def2-TZVPD basis set) of C30H55N4OP2PdS as an isolated structure.

Structure (ORCA input):
```
! RIJCOSX wB97M-V def2-TZVPD def2/J DEFGRID3
* xyz 3 5
C 1.64 -1.91 -2.05
C 1.28 -3.14 -0.06
C 2.34 -2.96 -2.65
C 2.21 -4.11 -0.57
C 2.70 -4.05 -1.86
H 2.61 -2.92 -3.70
H 2.50 -4.88 0.14
H 3.32 -4.85 -2.27
N 1.13 -2.00 -0.82
P 1.18 0.90 -1.85
P -0.79 -2.09 1.48
C 1.44 -0.64 -2.85
H 2.30 -0.46 -3.51
H 0.54 -0.70 -3.49
C 0.43 -3.38 1.07
H 0.71 -4.25 1.65
C -0.95 -1.29 3.34
C -2.26 -3.30 1.04
C 2.98 1.51 -1.55
C 0.32 2.11 -3.07
C -0.63 0.21 3.47
H -1.34 0.84 2.92
H -0.70 0.46 4.54
H 0.38 0.45 3.14
C -2.36 -1.47 3.90
H -3.09 -0.89 3.32
H -2.68 -2.52 3.95
H -2.37 -1.06 4.93
C 0.09 -2.03 4.16
H 0.02 -1.75 5.22
H 0.00 -3.12 4.11
H 1.07 -1.74 3.79
C -3.64 -2.64 1.19
H -3.67 -1.67 0.69
H -4.37 -3.30 0.69
H -3.96 -2.52 2.23
C -2.09 -3.68 -0.44
H -1.96 -2.78 -1.06
H -1.23 -4.36 -0.59
H -3.00 -4.18 -0.79
C -2.11 -4.50 2.01
H -1.08 -4.68 2.32
H -2.72 -4.36 2.91
H -2.46 -5.41 1.50
C 0.23 3.50 -2.41
H -0.40 4.15 -3.03
H -0.22 3.43 -1.41
H 1.22 3.99 -2.32
C -1.11 1.60 -3.30
H -1.14 0.60 -3.74
H -1.69 1.58 -2.37
H -1.62 2.28 -4.00
C 0.98 2.20 -4.45
H 1.12 1.22 -4.92
H 0.31 2.78 -5.11
H 1.94 2.74 -4.45
C 3.83 0.29 -1.17
H 4.03 -0.37 -2.02
H 4.81 0.64 -0.79
H 3.36 -0.29 -0.37
C 2.99 2.52 -0.40
H 2.54 2.09 0.51
H 4.04 2.77 -0.17
H 2.44 3.44 -0.66
C 3.64 2.20 -2.77
H 3.63 1.58 -3.68
H 3.22 3.19 -2.97
H 4.70 2.37 -2.51
Pd -0.10 -0.36 -0.09
C -2.02 0.11 -0.40
O -2.80 -0.44 -1.19
N 2.16 0.23 1.85
C 3.19 0.16 2.43
C 4.12 -0.83 3.10
C 3.49 -2.25 3.13
C 5.30 -1.00 2.13
C 4.40 -0.32 4.52
H 2.58 -2.33 3.75
H 3.19 -2.62 2.12
H 4.22 -2.97 3.55
H 5.71 -0.08 1.71
H 6.12 -1.60 2.55
H 4.89 -1.57 1.28
H 4.81 -1.10 5.18
H 5.05 0.55 4.55
H 3.46 -0.01 5.00
N -3.47 3.92 -0.29
C -3.36 2.62 -0.56
N -4.08 2.09 -1.53
S -2.35 1.65 0.53
H -4.13 4.50 -0.77
H -2.84 4.35 0.40
H -4.05 1.07 -1.71
H -4.78 2.65 -2.00
*
```

Computed properties:
HOMO energy (alpha / beta) (Eh): -0.557 / -0.653
<S²>: 6.049
ΔE to the lowest compared entry with this formula, charge and spin (eV): 0.000
Calculated total energy (eV): -72874.1151
Orbital gap (alpha / beta) (eV): 6.9 / 5.2


The following is a DFT calculation (ωB97M-V with the def2-TZVPD basis set) of C7H6O6Tl as an isolated structure.

Structure (ORCA input):
```
! RIJCOSX wB97M-V def2-TZVPD def2/J DEFGRID3
* xyz 3 1
O -2.28 -1.95 -3.49
C -1.73 -1.24 -2.79
Tl -0.39 0.53 -1.05
O -0.62 2.89 -2.99
C -0.55 2.00 -2.29
C 0.56 1.76 0.18
O 1.08 2.44 0.86
C 1.35 0.06 -1.81
O 2.37 -0.16 -2.22
C -2.05 1.06 -0.18
O -2.99 1.41 0.34
C 0.67 -0.71 2.56
C 0.96 -1.18 1.14
O -0.23 -1.13 0.32
H 0.36 0.35 2.57
H 1.60 -0.81 3.15
H -0.11 -1.33 3.03
H 1.77 -0.59 0.70
H 1.26 -2.23 1.13
H -1.03 -1.16 0.85
*
```

Computed properties:
HOMO energy (Eh): -0.858
ΔE to the lowest compared entry with this formula, charge and spin (eV): 0.000
Calculated total energy (eV): -24290.3425
Orbital gap (eV): 8.7


The following is a DFT calculation (ωB97M-V with the def2-TZVPD basis set) of one molecule with the formula C21H23ClN4O4S.

Structure (ORCA input):
```
! RIJCOSX wB97M-V def2-TZVPD def2/J DEFGRID3
* xyz 0 1
C -7.39 -1.34 0.67
O -6.78 -0.66 -0.40
C -5.43 -0.50 -0.38
C -4.89 0.20 -1.46
C -3.53 0.43 -1.54
C -2.67 -0.06 -0.56
N -1.27 0.13 -0.61
C -0.65 0.41 -1.89
C 0.78 -0.14 -1.89
O 1.01 -1.28 -2.24
N 1.70 0.76 -1.49
C 3.02 0.53 -1.08
C 3.55 -0.76 -1.04
C 4.82 -0.95 -0.54
Cl 5.45 -2.56 -0.45
C 5.59 0.11 -0.08
C 5.05 1.39 -0.16
C 3.78 1.62 -0.65
C 3.24 3.02 -0.72
S -0.55 0.90 0.71
O -1.50 1.04 1.77
O 0.06 2.12 0.22
C 0.74 -0.19 1.22
C 1.88 0.22 1.96
C 2.17 1.56 2.50
N 2.67 -0.82 2.16
N 2.07 -1.86 1.59
C 0.90 -1.55 1.01
C 0.07 -2.58 0.33
C -3.21 -0.76 0.51
C -4.58 -0.97 0.61
H -8.46 -1.33 0.46
H -7.21 -0.83 1.63
H -7.04 -2.38 0.75
H -5.55 0.58 -2.22
H -3.14 1.00 -2.37
H -1.21 -0.13 -2.66
H -0.65 1.49 -2.11
H 1.32 1.65 -1.15
H 2.98 -1.59 -1.40
H 6.57 -0.05 0.31
H 5.65 2.22 0.18
H 3.03 3.29 -1.76
H 3.96 3.72 -0.32
H 2.31 3.11 -0.15
H 3.22 1.81 2.34
H 1.98 1.57 3.57
H 1.54 2.30 2.03
H 2.53 -2.77 1.60
H -0.98 -2.30 0.34
H 0.19 -3.54 0.83
H 0.38 -2.68 -0.71
H -2.57 -1.11 1.30
H -4.96 -1.51 1.46
*
```

Computed properties:
HOMO energy (Eh): -0.307
ΔE to the lowest compared entry with this formula, charge and spin (eV): 1.266
Calculated total energy (eV): -59658.3978
Orbital gap (eV): 9.0
SMILES string: COc1ccc(N(CC(=O)Nc2cc(Cl)ccc2C)S(=O)(=O)c2c(C)n[nH]c2C)cc1


The following is a DFT calculation (ωB97M-V with the def2-TZVPD basis set) of one molecule with the formula C10H22P2.

Structure (ORCA input):
```
! RIJCOSX wB97M-V def2-TZVPD def2/J DEFGRID3
* xyz 0 1
C 1.44 -0.27 -0.57
C 2.92 0.11 1.46
C 3.59 0.63 -1.07
C 3.41 -1.68 -0.16
C -2.76 -0.79 1.39
C -3.19 1.31 -0.05
C -3.74 -0.52 -1.15
C -1.24 -0.35 -0.66
C 2.82 -0.28 -0.08
C -2.67 -0.14 -0.08
P 0.18 2.48 -0.58
P 0.13 0.49 0.25
H 3.99 0.26 1.61
H 2.49 1.11 1.81
H 2.38 -0.65 1.95
H 3.42 1.58 -0.71
H 4.63 0.16 -1.03
H 3.20 0.39 -1.99
H 4.36 -1.58 0.17
H 3.41 -2.04 -1.16
H 2.80 -2.47 0.24
H -3.74 -0.78 1.58
H -2.36 -0.07 1.98
H -2.35 -1.85 1.32
H -4.23 1.39 0.09
H -2.85 1.88 -0.89
H -2.73 1.86 0.72
H -3.49 0.06 -1.94
H -3.66 -1.62 -1.45
H -4.79 -0.38 -0.69
H -1.13 -1.49 -0.59
H -1.05 0.10 -1.61
H 1.16 2.89 0.20
H -0.35 0.24 1.69
*
```

Computed properties:
HOMO energy (alpha / beta) (Eh): -0.282 / -0.281
ΔE to the lowest compared entry with this formula, charge and spin (eV): 5.355
Calculated total energy (eV): -29297.2319
Orbital gap (alpha / beta) (eV): 6.8 / 6.8


The highest calculated total energy belongs to which entry?
C4H6O2


What is the calculated total energy in the eighth record?
-12969.2827 eV